[1]
ORCA calculation (ωB97M-V/def2-TZVPD) on C11H13N3 in the gas phase.

```
27
Properties=species:S:1:pos:R:3
C 1.389 -4.602 -2.472
C 0.758 -3.634 -2.117
C -0.054 -2.521 -1.729
C -1.333 -2.395 -2.284
N -2.174 -1.411 -1.931
C -1.732 -0.490 -1.067
C -0.438 -0.423 -0.565
N 0.028 0.618 0.259
C 0.233 0.300 1.691
C 1.158 1.346 2.354
N 0.572 2.712 2.227
C -0.400 2.916 1.156
C -0.164 2.063 -0.081
C 0.378 -1.491 -0.885
H 1.926 -5.454 -2.812
H -1.740 -3.129 -3.014
H -2.396 0.343 -0.795
H 0.721 -0.715 1.728
H -0.728 0.305 2.192
H 1.237 1.169 3.444
H 2.164 1.367 1.938
H 1.364 3.329 2.144
H -1.393 2.628 1.560
H -0.447 3.982 0.912
H 0.724 2.400 -0.597
H -1.038 2.247 -0.737
H 1.384 -1.459 -0.518
```

For the relative energy (zero: lowest compared OMol25 entry of this formula, charge and spin), the calculation gives 244.9 kJ/mol. The value obtained for the highest occupied orbital energy is -8.247 eV. As for the SMILES: C#Cc1cncc(N2CCNCC2)c1. The lowest unoccupied orbital energy is 0.0233 hartree. As for the net charge: 0.

[2]
ORCA calculation (ωB97M-V/def2-TZVPD) on C6H13NO3 in the gas phase.

```
23
Properties=species:S:1:pos:R:3
C 1.287 -0.221 1.802
C 1.002 0.641 0.508
N -0.321 1.342 0.612
C -1.449 0.407 0.756
C -1.630 -0.204 -0.561
O -1.749 0.834 -1.564
C -0.419 -0.832 -1.027
O -0.124 -2.058 -0.267
C 0.899 -0.186 -0.817
O 1.247 0.800 -1.881
H 2.266 -0.881 1.672
H 0.573 -1.011 2.058
H 1.436 0.464 2.674
H 1.711 1.446 0.103
H -0.181 2.181 1.227
H -2.353 0.942 0.918
H -1.189 -0.481 1.454
H -2.416 -1.008 -0.744
H -0.984 1.451 -1.204
H -0.276 -1.206 -2.011
H 0.609 -2.562 -0.535
H 1.695 -0.970 -0.915
H 0.366 1.112 -2.257
```

For the relative energy (zero: lowest compared OMol25 entry of this formula, charge and spin), the calculation gives 373.2 kJ/mol. The value obtained for the highest occupied orbital energy is -9.394 eV. As for the SMILES: C[C@@H]1NC[C@@H](O)[C@H](O)[C@H]1O. The lowest unoccupied orbital energy is 0.0281 hartree. As for the net charge: 0.